Molecular formula: C42H87N9O10P
Method: DFT, wB97M-V/def2-TZVPD

XYZ file:
```
149
Properties=species:S:1:pos:R:3:mulliken_charge:R:1
C 1.32065 -2.72549 -4.15907 -1.237
C 0.39451 -2.66392 -2.82519 -0.220
C 0.70433 -1.25618 -2.03424 0.086
C 1.44326 -1.51373 -0.59667 -1.084
N -0.54360 -0.40625 -1.88108 0.504
C -0.63087 0.92600 -2.49153 0.616
C 0.56208 1.60464 -3.32280 -0.065
C 0.58755 3.21819 -3.25027 -1.064
C 0.93321 3.69640 -1.74734 -0.280
C 2.44892 4.29681 -1.74791 -0.740
C 3.58366 3.17123 -1.89010 -0.404
C 3.81222 2.36178 -0.51632 0.022
C 5.19070 1.53436 -0.45326 -0.571
C 5.05405 0.28421 0.58276 -0.243
O 5.91782 -0.84236 0.22544 -0.418
C 7.24413 -0.29829 0.21158 0.802
C 8.11743 -0.44146 -1.11731 -0.800
O 7.70937 0.28141 1.22935 -0.578
C -1.93116 1.81384 -2.39157 -1.010
C -3.20269 1.30097 -1.60614 0.448
C -4.50514 2.21871 -1.51707 -0.486
O -4.15660 3.64242 -1.49392 -0.294
C -5.37405 4.38263 -1.15176 -0.606
C -3.03288 -0.10675 -0.95406 -0.869
C -1.69100 -0.90063 -1.11880 0.227
P -1.74637 -2.58866 -0.19649 1.029
N -3.21390 -2.87743 0.43523 -0.861
H 2.35967 -2.25118 -3.96219 0.292
H 1.47498 -3.82989 -4.39952 0.378
H 0.85017 -2.11148 -4.99931 0.278
H 0.77368 -3.48810 -2.11770 0.107
H -0.72367 -2.72586 -3.04297 0.309
H 1.50857 -0.76233 -2.67439 0.309
H 1.03889 -0.69828 0.12316 0.327
H 1.14129 -2.51447 -0.12219 0.247
H 2.58048 -1.46723 -0.67238 0.254
H 1.60847 1.26057 -3.01185 -0.307
H 0.37874 1.33272 -4.43224 0.366
H 1.49515 3.53633 -3.89992 0.491
H -0.31923 3.72683 -3.72028 0.506
H 0.99041 2.73380 -1.10913 0.140
H 0.20343 4.45199 -1.30342 0.372
H 2.53701 4.98024 -2.67547 0.335
H 2.62483 4.95855 -0.83524 0.159
H 4.59673 3.67708 -2.14245 0.446
H 3.40259 2.42043 -2.74522 0.091
H 3.77448 3.12785 0.33741 0.250
H 2.93931 1.61812 -0.38658 -0.147
H 5.52566 1.17549 -1.49481 0.273
H 5.98114 2.25096 -0.00049 0.278
H 3.96150 -0.07700 0.46929 0.120
H 5.20434 0.62300 1.66428 0.260
H 8.53667 0.60220 -1.35674 0.228
H 8.97301 -1.20371 -0.96547 0.255
H 7.43396 -0.84745 -1.95150 0.290
H -2.04228 2.83499 -2.88185 0.317
H -5.00638 2.01134 -0.49892 0.387
H -5.22469 2.02857 -2.38974 0.310
H -5.37092 5.41848 -1.64490 0.233
H -5.51124 4.50970 -0.01955 0.277
H -6.29652 3.80422 -1.54155 0.227
H -3.93463 -0.53683 -0.37494 0.451
H -0.77115 -2.62089 0.85247 -0.063
H -1.52778 -3.65571 -1.15653 -0.146
H -3.60134 -3.75067 0.00758 0.137
C -8.73101 6.92255 -1.74347 0.103
O -7.74752 6.60900 -1.09682 -0.533
N -8.89839 6.70585 -3.08007 0.112
C -10.10097 7.10899 -3.78137 -0.917
C -7.83937 6.05147 -3.82244 -0.812
H -9.59309 7.42509 -1.27657 0.257
H -10.56906 6.22545 -4.22304 0.331
H -9.83272 7.81368 -4.57256 0.333
H -10.80893 7.58665 -3.10225 0.295
H -7.65741 5.06369 -3.39108 0.183
H -6.92474 6.64419 -3.73905 0.280
H -8.11530 5.94830 -4.87257 0.377
C 3.63662 7.51312 -0.19586 0.191
O 2.54836 7.44680 -0.73911 -0.618
N 3.91653 8.24282 0.92144 0.105
C 5.23988 8.27189 1.51134 -0.913
C 2.85541 9.01462 1.53902 -0.930
H 4.51104 6.96520 -0.58397 0.277
H 5.18065 7.90093 2.53782 0.345
H 5.60518 9.30195 1.51625 0.338
H 5.93477 7.64890 0.94571 0.296
H 2.04569 8.34090 1.83023 0.287
H 2.46821 9.73476 0.81401 0.297
H 3.22775 9.54254 2.41777 0.381
C 0.27435 -3.43323 3.83413 0.003
O 0.36217 -3.51615 2.61933 -0.605
N -0.82003 -3.77546 4.56737 0.219
C -0.85028 -3.64848 6.01098 -1.028
C -1.99385 -4.28360 3.88141 -0.891
H 1.10811 -3.06030 4.45004 0.329
H -1.03191 -4.63241 6.45082 0.369
H -1.65909 -2.96842 6.28972 0.360
H 0.09439 -3.25568 6.39052 0.322
H -1.72274 -5.18724 3.32968 0.287
H -2.34757 -3.53215 3.17026 0.237
H -2.78500 -4.51334 4.59611 0.371
C -5.40942 -6.22618 -1.53155 0.118
O -4.45877 -5.96624 -0.81239 -0.579
N -6.53492 -5.46867 -1.65179 0.165
C -7.62583 -5.84338 -2.52942 -0.929
C -6.64485 -4.24773 -0.87624 -0.875
H -5.42742 -7.12964 -2.16200 0.232
H -7.77697 -5.05175 -3.26773 0.336
H -8.53472 -5.96644 -1.93522 0.340
H -7.40826 -6.77867 -3.04772 0.306
H -5.81940 -3.58090 -1.13887 0.239
H -6.57361 -4.49121 0.18675 0.293
H -7.59539 -3.75170 -1.07622 0.376
C -0.74234 -6.49925 -1.79167 0.120
O 0.22263 -5.85870 -2.17645 -0.669
N -0.68746 -7.69405 -1.14113 0.126
C -1.88494 -8.38820 -0.71455 -0.577
C 0.60720 -8.28712 -0.86622 -0.945
H -1.77314 -6.14069 -1.94668 0.346
H -1.85532 -8.51068 0.37115 0.337
H -1.91923 -9.37083 -1.19243 0.365
H -2.77917 -7.82521 -0.98828 -0.049
H 1.19337 -7.59845 -0.25256 0.278
H 1.13375 -8.45038 -1.80984 0.292
H 0.48974 -9.23647 -0.34247 0.391
C -1.08216 0.06069 6.09648 0.119
O -0.64589 -0.05161 7.22612 -0.605
N -2.31291 0.55186 5.76966 0.157
C -2.76128 0.65409 4.39595 -0.971
C -3.19994 0.98522 6.83220 -0.962
H -0.48939 -0.23913 5.21628 0.301
H -2.98292 1.70065 4.17034 0.383
H -3.66663 0.05424 4.27087 0.341
H -1.99574 0.29402 3.70615 0.257
H -2.71400 1.78116 7.40177 0.299
H -3.39405 0.14373 7.50191 0.291
H -4.14121 1.35086 6.41983 0.393
C 10.73232 -2.81618 1.21581 0.077
O 10.65094 -1.99186 0.32140 -0.586
N 10.20113 -2.68012 2.46361 0.158
C 10.34000 -3.70772 3.47503 -0.925
C 9.47293 -1.46700 2.78956 -0.695
H 11.26299 -3.77162 1.07445 0.280
H 9.34564 -4.04670 3.77729 0.329
H 10.86094 -3.28844 4.33964 0.324
H 10.90724 -4.55869 3.09398 0.301
H 8.62981 -1.36174 2.10425 0.062
H 10.13632 -0.60793 2.66348 0.283
H 9.10921 -1.50293 3.81750 0.376
```

Output
LUMO energy: -0.1365 Ha
Kohn-Sham gap: 6.53 eV
Strongest force on any atom: 0.095 hartree/bohr
2S+1: 1
Molecular weight: 909.19 g mol⁻¹
Total charge: +1